Entry from the OMol25 dataset: a molecular structure, C19H29AsN2NaO4 in a non-equilibrium geometry (the ωB97M-V functional and the def2-TZVPD basis).

```
! RIJCOSX wB97M-V def2-TZVPD def2/J DEFGRID3
* xyz -1 1
As -0.43 1.52 -0.14
Na 1.59 -0.51 0.24
O 0.41 -0.28 1.85
O 1.38 -0.41 -1.82
O 4.92 -0.58 -2.06
O 3.46 -0.62 -0.34
N -1.47 -3.92 0.67
N -0.36 -2.17 -0.06
C -3.40 1.68 0.47
C 3.79 -0.57 -1.55
C 2.75 0.70 -3.48
C 0.77 3.77 1.22
C -0.56 -2.40 2.41
C 0.44 -0.96 4.10
C 0.08 -1.84 5.09
C -0.69 2.64 -1.79
C -0.79 -2.78 1.03
C -1.60 3.87 -1.81
C -0.63 -3.00 4.77
C 2.60 -1.81 -3.39
C 2.59 -0.52 -2.58
C -1.45 -4.02 -0.70
C -0.52 2.95 1.21
C -2.24 0.76 0.12
C 0.11 -1.16 2.72
C -0.92 -3.26 3.45
C -0.75 -2.94 -1.13
H -1.89 -4.57 1.30
H 2.56 1.60 -2.90
H -1.38 3.60 1.04
H -1.36 4.55 -0.99
H 3.60 -1.97 -3.80
H -0.93 -3.70 5.55
H -2.09 0.03 0.92
H 0.64 -0.50 -2.42
H 0.98 -0.05 4.33
H 0.93 4.27 0.27
H 0.35 -1.63 6.12
H -4.31 1.10 0.65
H 0.75 4.54 2.00
H -1.00 1.94 -2.58
H 1.88 -1.77 -4.22
H -2.65 3.59 -1.72
H -3.62 2.39 -0.33
H -3.20 2.25 1.38
H -1.45 -4.18 3.22
H 2.04 0.66 -4.32
H -2.47 0.19 -0.78
H -0.65 2.45 2.17
H -0.49 -2.66 -2.14
H 3.76 0.74 -3.88
H -1.48 4.42 -2.74
H 0.33 2.95 -2.04
H 2.36 -2.66 -2.74
H -1.91 -4.84 -1.23
H 1.63 3.12 1.40
*
```

Calculated values
Lowest unoccupied orbital energy = 0.085 Eh
Energy above the lowest of the compared OMol25 structures with the same formula, charge and spin = 12.5 kcal per mole
E_HOMO = -0.15505 Eh
Max |F| = 1.80 eV/A
E = -3550.0767 a.u.

---

Entry from the OMol25 dataset: a molecular structure, C25H39MnN4S2Si3 in a non-equilibrium geometry (the ωB97M-V functional and the def2-TZVPD basis).

```
! RIJCOSX wB97M-V def2-TZVPD def2/J DEFGRID3
* xyz -1 6
Mn -16.08 2.98 -4.93
S -8.85 0.50 -1.67
S -15.30 2.94 -2.60
Si -18.93 1.70 -5.29
Si -15.80 6.20 -5.43
Si -14.54 0.77 -0.07
N -10.49 0.98 -3.71
N -15.99 4.71 -6.22
N -17.89 2.80 -5.92
N -14.99 0.86 -4.20
C -16.94 4.49 -7.24
C -11.85 3.00 -2.80
C -18.45 0.88 -3.68
C -19.07 3.69 -7.99
C -16.81 5.13 -8.48
C -11.36 1.56 -4.56
C -16.48 7.67 -6.48
C -18.97 4.44 -9.22
C -14.14 -1.37 -3.63
C -19.18 0.21 -6.51
C -14.42 0.34 -1.94
C -18.02 3.58 -7.10
C -14.89 1.22 -2.90
C -14.32 -0.88 0.88
C -16.50 6.22 -3.71
C -20.55 2.54 -4.83
C -10.11 1.36 -2.46
C -16.33 1.18 0.35
C -13.14 1.94 0.42
C -14.67 -0.41 -4.49
C -14.09 -0.95 -2.29
C -17.83 5.18 -9.49
C -13.94 6.48 -5.13
C -10.92 2.38 -1.96
C -12.13 2.55 -4.13
H -19.38 -0.77 -6.06
H -13.37 3.00 0.06
H -12.98 2.99 -4.62
H -11.42 1.05 -5.55
H -13.42 -1.50 0.74
H -15.10 -1.56 0.55
H -20.39 3.27 -4.01
H -14.70 -0.49 -5.58
H -16.40 1.26 1.46
H -12.20 1.69 0.00
H -17.64 0.18 -3.94
H -18.05 1.63 -3.00
H -17.38 7.44 -7.14
H -13.60 7.30 -4.54
H -17.69 5.73 -10.41
H -13.75 -1.74 -1.49
H -16.22 7.07 -3.17
H -19.95 3.11 -7.89
H -14.46 -0.74 1.97
H -13.71 5.53 -4.58
H -12.39 3.84 -2.52
H -13.46 6.46 -6.16
H -16.23 5.21 -3.18
H -19.30 0.28 -3.32
H -12.96 2.03 1.50
H -15.62 7.97 -7.16
H -16.67 8.44 -5.75
H -19.84 4.45 -9.91
H -16.72 2.13 -0.02
H -20.82 3.19 -5.70
H -18.27 0.14 -7.13
H -15.89 5.73 -8.51
H -10.55 2.78 -0.97
H -13.89 -2.42 -3.88
H -17.67 6.12 -3.59
H -16.88 0.33 0.09
H -9.75 0.34 -4.04
H -20.01 0.46 -7.19
H -21.44 2.03 -4.59
*
```

Calculated values
Lowest unoccupied orbital energy (spin up / spin down) = 0.080 / 0.079 Eh
Energy above the lowest of the compared OMol25 structures with the same formula, charge and spin = 41.3 kcal per mole
E_HOMO (spin up / spin down) = -0.14875 / -0.15361 Eh
Max |F| = 4.56 eV/A
E = -4011.1037 a.u.
⟨S²⟩ = 8.7581

---

Entry from the OMol25 dataset: a molecular structure, C30H21F11KN2PS2 in a non-equilibrium geometry (the ωB97M-V functional and the def2-TZVPD basis).

```
! RIJCOSX wB97M-V def2-TZVPD def2/J DEFGRID3
* xyz 0 1
K 2.44 -0.60 -0.14
S 7.57 -1.06 -0.66
S 4.22 4.29 -0.39
P -1.16 -0.67 -0.43
F -0.02 -0.46 6.20
F -6.76 -2.50 -3.54
F -1.29 6.01 -0.85
F -0.23 -2.59 5.86
F -3.38 5.67 -1.28
F -1.98 -1.38 6.25
F 1.84 -2.52 -1.31
F 1.28 -2.32 0.92
F -5.62 -4.32 -3.85
F -1.92 5.59 -2.88
F -6.77 -4.06 -2.03
N 3.59 1.86 -0.05
N 5.11 -0.60 -0.27
C -4.80 -2.78 -2.25
C 5.44 3.13 -0.60
C 1.69 3.38 0.35
C -1.25 -0.78 1.39
C -1.82 -1.89 2.02
C -3.52 -2.98 -2.74
C -2.44 3.27 -0.14
C -1.52 1.11 -0.72
C -0.79 -1.39 5.61
C 3.11 3.07 -0.02
C -5.02 -1.96 -1.15
C 5.61 -3.02 -0.30
C 4.94 1.89 -0.37
C -2.23 1.93 0.15
C -1.67 -2.07 3.38
C -0.37 -0.06 3.52
C -2.14 5.27 -1.59
C 7.07 0.57 -0.65
C -1.04 1.65 -1.91
C -0.95 -1.16 4.14
C -1.95 3.80 -1.33
C 5.73 0.62 -0.43
C -1.26 2.99 -2.22
C -2.65 -1.50 -1.04
C -5.99 -3.43 -2.92
C 2.10 -3.22 0.02
C -3.95 -1.32 -0.55
C -2.45 -2.34 -2.13
C 5.97 -1.57 -0.38
C -0.53 0.12 2.16
H -0.07 0.99 1.69
H 1.48 3.01 1.36
H -3.35 -3.62 -3.59
H -4.12 -0.67 0.30
H -0.48 1.03 -2.60
H 1.48 4.45 0.35
H -6.02 -1.81 -0.77
H -1.44 -2.50 -2.50
H 0.20 0.66 4.10
H 6.45 3.40 -0.87
H 4.55 -3.11 -0.03
H -0.89 3.41 -3.15
H -2.37 -2.62 1.45
H -2.12 -2.93 3.86
H 5.75 -3.50 -1.27
H 6.23 -3.54 0.43
H 0.99 2.90 -0.34
H 1.35 -4.01 -0.10
H -2.63 1.52 1.08
H -2.98 3.90 0.55
H 7.75 1.39 -0.79
*
```

Calculated values
Lowest unoccupied orbital energy = -0.001 Eh
Energy above the lowest of the compared OMol25 structures with the same formula, charge and spin = 7.1 kcal per mole
E_HOMO = -0.25697 Eh
Max |F| = 1.19 eV/A
E = -4101.5611 a.u.

---

Entry from the OMol25 dataset: 2 unconnected molecules or ions with the total composition C3H5NOS in a non-equilibrium geometry (the ωB97M-V functional and the def2-TZVPD basis).

```
! RIJCOSX wB97M-V def2-TZVPD def2/J DEFGRID3
* xyz 0 1
S -2.69 0.50 -0.70
O -3.71 -0.48 -0.31
N -0.08 0.27 -0.13
C 0.51 -0.80 -0.04
C 0.51 1.57 -0.10
C 1.02 -1.93 0.36
H 1.15 -2.21 1.37
H -0.31 2.23 -0.59
H 0.65 1.87 0.88
H 1.53 1.68 -0.47
H 1.42 -2.71 -0.25
*
```

Calculated values
Lowest unoccupied orbital energy (spin up / spin down) = -0.027 / -0.028 Eh
Energy above the lowest of the compared OMol25 structures with the same formula, charge and spin = 105.4 kcal per mole
E_HOMO (spin up / spin down) = -0.30195 / -0.30310 Eh
Max |F| = 3.19 eV/A
Structure (SMILES) = C=C=NC.O=S
E = -645.3438 a.u.

---

Entry from the OMol25 dataset: C5H10N2O in the gas phase in a non-equilibrium geometry (the ωB97M-V functional and the def2-TZVPD basis).

```
! RIJCOSX wB97M-V def2-TZVPD def2/J DEFGRID3
* xyz 0 1
O -0.36 0.80 -0.45
N 1.97 -0.01 -0.65
N 1.05 -0.93 -0.09
C -2.47 -0.06 -0.10
C -1.44 -1.17 0.32
C -0.16 -0.48 -0.03
C 2.79 0.41 0.55
C -1.60 1.22 0.21
H 3.29 -0.48 1.05
H -3.38 -0.23 0.57
H -2.67 0.09 -1.21
H 2.11 0.86 1.35
H -1.55 -1.41 1.40
H -1.45 1.38 1.33
H 3.57 1.13 0.31
H -1.92 2.12 -0.26
H -1.45 -2.15 -0.27
H 2.52 -0.61 -1.23
*
```

Calculated values
Lowest unoccupied orbital energy = 0.036 Eh
Energy above the lowest of the compared OMol25 structures with the same formula, charge and spin = 63.8 kcal per mole
E_HOMO = -0.30292 Eh
Max |F| = 3.13 eV/A
Structure (SMILES) = CN/N=C1/CCCO1
E = -381.1838 a.u.

---

Entry from the OMol25 dataset: a molecular structure, C34H16N8O4Tb in a non-equilibrium geometry (the ωB97M-V functional and the def2-TZVPD basis).

```
! RIJCOSX wB97M-V def2-TZVPD def2/J DEFGRID3
* xyz -1 7
Tb -0.28 1.05 -0.77
O -1.82 2.38 -1.49
O 0.43 4.16 -3.55
O -2.31 4.12 -2.83
O 0.70 2.43 -2.13
N 1.70 -0.99 -2.69
N -2.89 -1.20 -1.41
N -2.00 1.74 2.22
N -2.08 0.09 0.46
N 2.59 1.93 0.93
N 0.27 1.46 1.45
N -0.49 -1.07 -1.67
N 1.93 0.18 -0.59
C 5.12 1.94 -0.94
C 5.76 0.94 -3.06
C -0.70 2.02 2.22
C 1.46 2.10 1.62
C 3.70 0.32 -2.05
C 0.14 -2.49 -4.97
C -0.59 3.95 3.98
C 0.00 3.36 -2.75
C 3.96 1.18 -0.98
C 2.14 4.06 3.21
C -0.08 3.07 3.03
C -3.04 -0.50 -0.29
C -4.34 -0.16 0.30
C -2.16 -3.10 -5.44
C -1.74 -1.43 -2.05
C 2.79 1.11 -0.10
C -0.81 -3.04 -5.82
C -2.62 0.88 1.41
C -5.64 -0.50 -0.05
C -1.64 -2.06 -3.37
C 0.28 4.87 4.53
C 6.02 1.80 -1.98
C 4.59 0.19 -3.11
C -6.41 0.89 1.78
C -6.67 0.03 0.71
C -5.12 1.25 2.12
C 2.37 -0.26 -1.80
C -4.08 0.71 1.36
C 0.42 -1.34 -2.65
C -0.29 -2.00 -3.74
C 1.63 4.93 4.15
C -1.53 3.34 -2.36
C 1.27 3.13 2.65
C -2.59 -2.61 -4.23
H -0.08 5.57 5.28
H -1.63 3.91 4.26
H -5.84 -1.16 -0.88
H 3.18 4.09 2.90
H 2.28 5.67 4.60
H -2.88 -3.53 -6.13
H -4.91 1.92 2.94
H 5.31 2.63 -0.12
H 6.47 0.87 -3.86
H 6.93 2.38 -1.98
H -7.70 -0.22 0.47
H 1.18 -2.42 -5.25
H -0.51 -3.42 -6.78
H -7.24 1.30 2.35
H -3.63 -2.65 -3.94
H 4.37 -0.46 -3.95
*
```

Calculated values
Lowest unoccupied orbital energy (spin up / spin down) = 0.028 / 0.028 Eh
E_HOMO (spin up / spin down) = -0.15438 / -0.15471 Eh
Max |F| = 1.07 eV/A
E = -2869.0937 a.u.
⟨S²⟩ = 12.8159

---

Entry from the OMol25 dataset: 3 unconnected molecules or ions with the total composition C3H13N4 in a non-equilibrium geometry (the ωB97M-V functional and the def2-TZVPD basis).

```
! RIJCOSX wB97M-V def2-TZVPD def2/J DEFGRID3
* xyz 1 3
N -0.36 1.57 1.25
N -1.08 -0.21 0.01
N 1.60 -3.77 -0.54
N -1.97 3.67 0.75
C -0.17 0.39 0.80
C 0.94 -2.76 -0.99
C 1.63 -1.53 -1.49
H 0.70 -0.32 0.93
H -1.77 4.56 0.30
H 2.69 -3.78 -0.42
H -2.93 3.37 0.61
H 0.99 -0.63 -1.39
H 0.38 1.91 1.84
H -1.02 -1.15 -0.36
H 1.64 -1.75 -2.60
H -1.95 4.03 1.76
H 2.72 -1.21 -1.10
H 1.20 -4.63 -0.16
H -1.13 2.19 0.90
H -2.11 0.05 -0.10
*
```

Calculated values
Lowest unoccupied orbital energy (spin up / spin down) = -0.107 / -0.140 Eh
Energy above the lowest of the compared OMol25 structures with the same formula, charge and spin = 0.0 kcal per mole
E_HOMO (spin up / spin down) = -0.30822 / -0.51311 Eh
Max |F| = 7.34 eV/A
E = -340.7240 a.u.
⟨S²⟩ = 2.0052

---

Entry from the OMol25 dataset: a molecular structure, C12H14BCeN9 in a non-equilibrium geometry (the ωB97M-V functional and the def2-TZVPD basis).

```
! RIJCOSX wB97M-V def2-TZVPD def2/J DEFGRID3
* xyz 2 1
Ce 0.23 -1.23 0.18
N 1.38 -3.27 0.25
N -0.45 2.06 -0.75
N -1.49 1.44 1.48
N 0.62 1.19 -0.83
N -2.43 0.39 -0.85
N -0.63 0.35 1.75
N 4.09 -6.54 -0.90
N 2.75 -5.25 0.78
N -1.70 -0.82 -0.90
C 1.17 3.13 -1.86
C 2.05 -4.24 0.46
C -3.53 0.23 -1.61
C -0.12 3.21 -1.37
C 3.53 -0.36 0.31
C -0.43 0.32 3.10
C -1.81 2.03 2.65
C -1.17 1.35 3.70
C 3.43 -5.92 -0.14
C -2.40 -1.70 -1.71
C -3.57 -1.07 -2.14
C 1.61 1.84 -1.54
B -1.82 1.65 -0.07
H -0.85 4.01 -1.44
H -2.54 2.84 2.72
H 4.16 0.53 0.41
H -4.33 -1.52 -2.75
H -4.25 1.04 -1.71
H 0.19 -0.44 3.55
H 2.55 1.39 -1.81
H -1.98 -2.68 -1.94
H 2.59 -0.19 0.91
H 3.30 -0.46 -0.75
H 1.71 3.89 -2.40
H -2.60 2.55 -0.19
H 4.02 -1.27 0.66
H -1.25 1.52 4.76
*
```

Calculated values
Lowest unoccupied orbital energy (spin up / spin down) = -0.395 / -0.395 Eh
E_HOMO (spin up / spin down) = -0.56713 / -0.56719 Eh
Max |F| = 4.11 eV/A
E = -1457.8491 a.u.

---

Entry from the OMol25 dataset: a molecular structure, C25H40Br3CaCl2F2KMgN2O11S2 in a non-equilibrium geometry (the ωB97M-V functional and the def2-TZVPD basis).

```
! RIJCOSX wB97M-V def2-TZVPD def2/J DEFGRID3
* xyz 0 1
Br -6.54 -2.54 6.19
Br -4.66 -0.75 3.57
Br 4.80 4.12 2.97
Ca 7.18 2.68 2.56
K -3.51 -2.32 0.11
Cl 1.86 2.88 -4.44
Cl 2.23 3.91 -2.60
S -9.49 2.79 4.22
S -11.07 1.94 6.12
Mg -1.71 -4.47 -2.43
F -8.95 4.25 3.83
F -11.95 1.39 4.92
O -0.05 2.97 2.99
O -7.36 -2.77 -2.59
O -10.27 0.80 6.48
O 5.72 1.58 0.02
O 2.23 3.23 2.89
O 2.99 -1.62 -3.24
O 3.81 1.63 2.56
O -12.07 2.31 7.07
O -10.22 2.44 3.04
O -5.18 -2.19 -2.53
O -8.25 2.09 4.44
N 8.54 -4.17 -3.36
N -10.33 3.18 5.50
C 3.27 2.08 -0.53
C -1.33 2.66 0.07
C -6.99 -0.91 5.22
C 7.69 -3.15 -3.72
C 0.01 -1.01 -1.85
C -6.35 -2.20 -3.02
C -6.52 -1.39 -4.31
C 1.15 2.88 0.83
C 2.98 2.34 2.10
C 6.81 0.36 1.96
C -0.78 -1.21 -0.47
C 4.31 -1.13 -3.02
C -6.59 -1.00 3.78
C -0.64 0.13 0.36
C -1.65 1.17 -0.24
C 2.44 2.45 0.67
C 7.07 -5.04 -4.77
C 8.17 -5.32 -4.00
C 0.13 3.10 -0.29
C 0.93 3.04 2.37
C 0.86 -2.26 -2.27
C 5.51 1.03 1.31
C 6.77 -3.66 -4.60
C 2.39 -2.00 -2.00
C 4.72 2.56 -0.17
H 8.71 -6.23 -3.85
H 2.91 -2.93 -1.64
H -8.07 -0.81 5.31
H 7.82 -2.15 -3.33
H 4.57 3.17 0.76
H -2.01 3.27 -0.58
H 0.54 -3.20 -1.76
H 5.97 -3.11 -5.06
H -6.27 -0.35 -4.13
H 6.86 0.74 3.06
H 3.22 1.01 -0.83
H -6.51 -0.09 5.75
H -7.04 -0.19 3.20
H 6.54 -5.74 -5.39
H -6.84 -1.95 3.32
H 9.31 -4.08 -2.72
H 4.38 -0.40 -2.17
H 0.67 -0.11 -1.76
H 0.47 2.64 -1.24
H 0.08 4.21 -0.47
H -1.62 2.95 1.11
H -0.24 -2.03 0.06
H 5.18 1.90 1.98
H 5.08 3.26 -0.96
H -1.86 -1.48 -0.63
H -2.64 0.95 0.25
H 2.50 -1.23 -1.21
H -1.79 1.02 -1.33
H -5.86 -1.79 -5.08
H -0.86 -0.11 1.43
H 0.43 0.42 0.27
H 4.64 -0.64 -3.95
H 0.74 -2.44 -3.36
H -0.76 -0.77 -2.61
H 2.97 2.66 -1.48
H 4.72 0.25 1.27
H 4.97 -2.00 -2.74
H -7.55 -1.45 -4.67
H 7.79 0.69 1.47
H 6.71 -0.74 2.04
*
```

Calculated values
Lowest unoccupied orbital energy = -0.163 Eh
E_HOMO = -0.24823 Eh
Max |F| = 4.06 eV/A
E = -13029.5863 a.u.

---

Entry from the OMol25 dataset: a molecular structure, C3H4N4O in a non-equilibrium geometry (the ωB97M-V functional and the def2-TZVPD basis).

```
! RIJCOSX wB97M-V def2-TZVPD def2/J DEFGRID3
* xyz 0 1
O -0.96 2.75 0.68
N -0.19 -1.83 -1.63
N 0.42 -0.61 -1.62
N 0.34 -0.45 -0.25
N -0.42 -2.42 -0.42
C -0.58 1.72 -0.09
C 0.54 0.77 0.43
C -0.03 -1.45 0.36
H 0.04 0.37 1.65
H 1.74 1.18 0.44
H -0.97 1.68 -1.09
H 0.06 -1.71 1.55
*
```

Calculated values
Lowest unoccupied orbital energy = -0.025 Eh
Energy above the lowest of the compared OMol25 structures with the same formula, charge and spin = 138.0 kcal per mole
E_HOMO = -0.39552 Eh
Max |F| = 9.39 eV/A
E = -410.7833 a.u.

---

Entry from the OMol25 dataset: a gas-phase ion, C4H8IN2S (charge +1) in a non-equilibrium geometry (the ωB97M-V functional and the def2-TZVPD basis).

```
! RIJCOSX wB97M-V def2-TZVPD def2/J DEFGRID3
* xyz 1 1
I -1.44 -0.03 3.07
S -0.20 -0.26 -1.48
N 0.95 0.41 0.74
N -1.36 -0.04 0.94
C 2.09 0.25 -0.21
C -0.20 0.07 0.21
C -2.58 -0.66 0.36
C 1.43 0.45 -1.52
H 2.72 1.01 0.24
H 1.46 1.47 -2.00
H -3.54 -0.41 0.94
H 2.45 -0.88 -0.08
H 1.19 0.66 1.71
H 2.05 -0.09 -2.21
H -2.36 -1.73 -0.04
H -2.65 -0.21 -0.67
*
```

Calculated values
Lowest unoccupied orbital energy = -0.182 Eh
Energy above the lowest of the compared OMol25 structures with the same formula, charge and spin = 4.2 kcal per mole
E_HOMO = -0.49456 Eh
Max |F| = 3.96 eV/A
E = -962.3115 a.u.

---

Entry from the OMol25 dataset: C3H10NO2P in the gas phase in a non-equilibrium geometry (the ωB97M-V functional and the def2-TZVPD basis).

```
! RIJCOSX wB97M-V def2-TZVPD def2/J DEFGRID3
* xyz 0 3
P -1.40 -2.21 -1.08
O -0.10 0.66 2.08
O 1.99 0.75 1.22
N -1.10 -0.77 -0.22
C -0.03 1.35 -0.91
C 0.14 -0.05 -0.33
C 0.81 0.05 1.22
H 1.03 -0.98 1.52
H 0.87 -0.62 -0.91
H 0.93 1.85 -0.96
H -0.91 0.13 2.10
H 1.78 1.68 1.40
H -0.70 1.93 -0.27
H -0.45 1.29 -1.91
H -0.34 -2.94 -0.51
H -1.90 -0.16 -0.18
H -0.63 -1.97 -2.24
*
```

Calculated values
Lowest unoccupied orbital energy (spin up / spin down) = 0.032 / -0.120 Eh
Energy above the lowest of the compared OMol25 structures with the same formula, charge and spin = 88.2 kcal per mole
E_HOMO (spin up / spin down) = -0.15927 / -0.33307 Eh
Max |F| = 2.50 eV/A
E = -666.6704 a.u.
⟨S²⟩ = 2.0039